ORCA calculation (the ωB97M-V functional and the def2-TZVPD basis) on a gas-phase ion, C3H9N2OSi (charge +1).

The geometry in XYZ format:
```
16
Properties=species:S:1:pos:R:3:forces:R:3
N 2.994626 0.479146 0.024537 1.67 3.65 -0.24
C 1.538363 0.457688 -0.092177 -0.12 -0.04 0.06
C 0.980285 -0.609371 0.473800 0.56 0.85 -0.94
N -0.356479 -0.646929 0.370618 -2.43 -0.13 -0.91
C -0.883941 -0.187944 -0.727258 -1.77 -1.53 0.73
O -2.195751 -0.028854 -0.910351 2.48 0.08 -0.56
Si -3.362147 -0.121597 0.257036 -0.70 -2.34 0.16
H 3.562850 1.464651 -0.072854 -2.05 -2.83 0.34
H 3.439658 -0.172804 -0.615872 0.26 -0.21 0.17
H 2.993381 0.210781 1.003569 1.54 -0.27 0.14
H 0.880200 1.218002 -0.476879 1.02 0.64 -0.25
H 1.600488 -1.366218 0.954780 -0.65 -0.25 0.17
H -0.419037 -0.048958 -1.690188 0.91 0.09 -0.07
H -2.851816 0.603265 1.324984 0.26 1.34 1.46
H -3.452996 -1.554716 0.718218 -0.14 0.56 -0.28
H -4.467690 0.303851 -0.541961 -0.83 0.40 0.01
```
Forces are in eV/Å.

Its energy relative to the best compared isomer or geometry (same formula, charge and spin) is 0.7633 eV. As for the calculated total energy: -16153.616 eV. The value obtained for the LUMO energy is -3.9 eV. The calculation puts the HOMO energy at -13.5 eV. The total charge is +1. The frontier orbital gap comes out at 0.35255 hartree.